Computed, not measured: an isolated molecule of C2H5N3OS, with wB97M-V/def2-TZVPD.

XYZ file:
```
12
Properties=species:S:1:pos:R:3:mulliken_charge:R:1
N 0.021 -1.065 1.396 -0.3186
C 0.380 -1.609 0.207 0.3906
O 0.707 -2.768 0.032 -0.6128
N 0.327 -0.730 -0.910 -0.1240
C -0.041 0.586 -0.983 0.0811
N -0.380 1.283 0.022 -0.5114
S -0.913 2.881 -0.363 -0.1614
H -0.283 -0.105 1.449 0.3166
H -0.008 -1.702 2.197 0.1916
H 0.591 -1.200 -1.783 0.2098
H -0.015 0.973 -1.996 0.3931
H -0.387 3.456 0.731 0.1456
```

SMILES: NC(=O)N/C=N/S
Frontier orbital gap, eV: 9.564
Energy relative to the best compared isomer or geometry (same formula, charge and spin), eV: 0.476
Highest occupied orbital energy, eV: -8.844
DFT total energy, eV: -19508.4741